Density functional theory data (ωB97M-V with the def2-TZVPD basis set) for a molecular structure, C14H39F6MgO24S3 in a non-equilibrium geometry.

```
! wB97M-V def2-TZVPD RIJCOSX def2/J DEFGRID3
* xyz 0 2
Mg 1.472 -2.704 -2.041
C 0.881 3.345 -4.212
F -0.386 3.857 -4.129
F 1.650 3.815 -5.195
F 1.492 3.412 -3.040
S 0.798 1.375 -4.433
O 1.324 0.712 -3.255
O -0.600 0.964 -4.699
O 1.652 1.143 -5.582
C -0.344 -4.192 -5.822
F 0.669 -5.004 -5.567
F -0.408 -4.197 -7.198
F -1.463 -4.591 -5.278
S 0.113 -2.506 -5.134
O -1.062 -1.630 -5.264
O 0.436 -2.565 -3.689
O 1.318 -2.063 -5.886
C -0.196 -0.981 1.458
C 0.419 -0.554 0.111
C 1.659 0.323 0.374
O 0.303 -1.461 -0.951
H -0.034 -0.179 2.178
H 0.344 -1.818 1.900
H -1.204 -1.351 1.270
H -0.314 0.188 -0.206
H 2.288 0.241 -0.512
H 2.211 0.086 1.284
H 1.337 1.361 0.295
O -1.594 2.392 1.447
S -1.743 2.933 0.103
O -2.294 2.132 -1.004
O -2.294 4.454 -0.022
C -3.597 4.656 -0.551
C -4.706 4.451 0.405
C 0.036 3.364 -0.344
H -3.679 4.169 -1.523
H -3.612 5.693 -0.884
H -4.861 5.229 1.153
H -4.537 3.516 0.939
H -5.634 4.265 -0.136
H 0.418 2.714 -1.131
H 0.597 3.477 0.584
H -0.059 4.341 -0.819
O 4.408 1.825 1.122
H 4.238 1.428 0.268
H 5.096 2.469 0.955
O -1.845 0.040 -2.594
H -1.168 -0.431 -2.108
H -2.174 0.693 -1.976
O 2.708 -3.228 -0.468
H 2.359 -3.314 0.419
H 3.480 -3.794 -0.479
O 0.286 -4.307 -1.709
H -0.493 -4.715 -2.086
H 0.301 -4.612 -0.801
O 0.006 -4.569 0.861
H 0.283 -5.247 1.478
H -0.758 -4.166 1.273
O -2.345 -2.837 -1.269
H -2.132 -3.751 -1.083
H -1.606 -2.341 -0.917
O 2.732 -1.326 -2.649
H 3.501 -1.411 -3.213
H 2.431 -0.428 -2.787
O -3.698 0.120 1.793
H -4.539 0.421 1.449
H -3.433 -0.582 1.199
C 2.644 -2.882 3.108
C 2.638 -1.655 3.965
O 1.282 -1.598 4.324
C 0.707 -2.721 4.132
O -0.472 -3.028 4.399
O 1.520 -3.614 3.549
H 3.558 -3.476 3.127
H 2.557 -2.624 2.052
H 3.037 -0.766 3.477
H 3.214 -1.784 4.882
C -0.142 1.930 5.855
C -0.179 2.126 4.327
O -0.719 3.433 4.176
C -1.325 3.795 5.257
O -2.031 4.768 5.391
O -1.171 2.845 6.276
H 0.864 2.089 6.242
H -0.385 0.873 5.964
H -0.854 1.365 3.935
H 0.819 2.170 3.891
*
```

Output
- F_max (eV Å⁻¹) = 6.88
- calculated total energy (eV) = -118542.97999
- frontier orbital gap (alpha / beta) (eV) = 5.98 / 3.19
- lowest unoccupied orbital energy (alpha / beta) (eV) = -1.702 / -4.447